Below is the molecule C17H14FN3OS at a distorted geometry, with properties calculated with ωB97M-V/def2-TZVPD.

Last column: natural (NBO) charge in e.
Positions of all 37 atoms, in Å:
1 O 4.54808 0.96626 -1.41524  -0.546
2 C 3.43354 0.93998 -0.95826  0.684
3 N 2.63446 2.05983 -0.99824  -0.621
4 C 1.38703 2.27526 -0.48704  0.215
5 N 0.66265 3.27431 -0.86560  -0.302
6 N -0.50311 3.35137 -0.24235  -0.257
7 C -0.70673 2.44108 0.63407  0.070
8 C -1.93382 2.31768 1.45618  -0.456
9 C -2.30030 0.85792 1.73740  -0.420
10 C -2.30773 -0.03194 0.52027  -0.038
11 C -2.02485 -1.38450 0.67426  -0.206
12 C -2.04095 -2.24217 -0.40972  -0.207
13 C -2.32266 -1.75517 -1.67463  -0.227
14 C -2.59905 -0.40981 -1.84041  -0.217
15 C -2.60043 0.44466 -0.75112  -0.168
16 S 0.63749 1.30486 0.77319  0.326
17 C 2.80034 -0.28794 -0.38608  -0.260
18 C 1.86935 -1.00106 -1.13512  -0.155
19 C 1.33124 -2.17677 -0.64641  -0.218
20 C 1.71072 -2.65218 0.59827  -0.180
21 C 2.63714 -1.95964 1.35729  -0.300
22 C 3.17860 -0.79159 0.85246  0.488
23 F 4.06471 -0.10784 1.59785  -0.322
24 H 3.01906 2.84989 -1.50747  0.435
25 H -2.73858 2.84151 0.93827  0.239
26 H -1.77265 2.83092 2.40936  0.236
27 H -1.59068 0.44617 2.46019  0.212
28 H -3.29023 0.83220 2.20311  0.232
29 H -1.79235 -1.76891 1.65751  0.208
30 H -1.83252 -3.29245 -0.26534  0.211
31 H -2.32891 -2.42006 -2.52586  0.214
32 H -2.82029 -0.02000 -2.82318  0.215
33 H -2.82620 1.48856 -0.90522  0.208
34 H 1.57153 -0.62605 -2.10303  0.228
35 H 0.61155 -2.71827 -1.23874  0.226
36 H 1.28524 -3.56699 0.98081  0.220
37 H 2.94931 -2.30913 2.32862  0.233

## Properties
lowest unoccupied orbital energy = 0.453 eV
HOMO level = -9.12 eV
SMILES = O=C(Nc1nnc(CCc2ccccc2)s1)c1ccccc1F
HOMO-LUMO gap = 0.352 Eh